Record 1
The following is a quantum chemistry calculation of C27H20AlF5OPSe as an isolated structure in a non-equilibrium geometry, from OMol25.

Highest occupied orbital energy   -10.8 eV
Gap between HOMO and LUMO   5.98 eV
Energy relative to the best compared isomer or geometry (same formula, charge and spin)   6.5 kcal per mole

```
! RIJCOSX wB97M-V def2-TZVPD def2/J DEFGRID3
* xyz 1 1
Al 5.193 -13.094 -13.092
C 3.520 -13.326 -19.901
C 4.399 -12.546 -19.159
C 4.672 -12.874 -17.852
C 4.118 -14.020 -17.276
C 3.232 -14.796 -18.027
C 2.928 -14.426 -19.324
P 4.427 -14.306 -15.535
C 3.523 -15.778 -15.000
C 4.196 -16.915 -14.559
C 3.489 -18.006 -14.054
C 2.113 -17.936 -13.956
C 1.440 -16.808 -14.413
C 2.128 -15.744 -14.939
C 6.153 -14.737 -15.333
C 7.031 -15.365 -16.204
C 8.328 -15.634 -15.771
C 8.723 -15.228 -14.505
C 7.842 -14.565 -13.646
C 6.557 -14.273 -14.045
H 3.313 -13.067 -20.951
H 4.893 -11.680 -19.613
H 5.373 -12.256 -17.264
H 2.897 -15.746 -17.631
H 2.255 -15.019 -19.922
H 5.295 -16.934 -14.597
H 4.036 -18.914 -13.742
H 1.563 -18.731 -13.470
H 0.352 -16.789 -14.391
H 1.611 -14.843 -15.275
H 6.714 -15.651 -17.198
H 9.022 -16.137 -16.445
H 9.738 -15.467 -14.170
H 8.200 -14.341 -12.639
C 8.032 -10.708 -11.335
C 7.038 -11.802 -11.163
C 7.154 -12.749 -10.030
O 6.065 -11.986 -12.069
H 8.564 -10.686 -10.379
H 7.555 -9.735 -11.530
H 8.772 -10.921 -12.119
H 8.222 -12.768 -9.732
H 6.797 -13.730 -10.336
H 6.581 -12.408 -9.149
F -0.838 -11.017 -8.582
C 0.025 -11.432 -9.528
C 1.354 -11.012 -9.538
F 1.786 -10.156 -8.571
C 2.215 -11.456 -10.544
F 3.494 -10.999 -10.513
C 1.839 -12.310 -11.588
Se 2.806 -12.840 -13.203
C 0.488 -12.681 -11.520
F -0.057 -13.388 -12.531
C -0.419 -12.254 -10.551
F -1.715 -12.603 -10.615
*
```

---

Record 2
The following is a quantum chemistry calculation of C27H20AuBrF4NO4PS2 as an isolated structure, from OMol25.

Highest occupied orbital energy   -8.7 eV
Gap between HOMO and LUMO   8.27 eV
Energy relative to the best compared isomer or geometry (same formula, charge and spin)   19.7 kcal per mole

```
! RIJCOSX wB97M-V def2-TZVPD def2/J DEFGRID3
* xyz 0 1
Au 0.110 0.156 -0.061
F 4.091 2.303 5.368
C 3.729 1.704 4.247
C 4.616 1.611 3.189
F 5.844 2.100 3.309
C 4.225 0.991 2.016
F 5.138 0.902 1.047
C 2.954 0.447 1.850
P 2.386 -0.257 0.248
C 3.105 -1.924 0.283
C 2.254 -3.008 0.476
C 2.773 -4.294 0.522
C 4.137 -4.495 0.377
C 4.985 -3.414 0.176
C 4.475 -2.127 0.127
C 3.251 0.675 -1.034
C 3.645 0.029 -2.204
C 4.167 0.768 -3.254
C 4.285 2.145 -3.144
C 3.858 2.791 -1.992
C 3.323 2.063 -0.943
C 2.092 0.501 2.954
Br 0.400 -0.320 2.952
C 2.474 1.135 4.127
F 1.644 1.191 5.162
H 1.191 -2.836 0.594
H 2.113 -5.138 0.669
H 4.544 -5.497 0.417
H 6.049 -3.569 0.056
H 5.133 -1.285 -0.042
H 3.540 -1.045 -2.289
H 4.474 0.264 -4.161
H 4.695 2.718 -3.965
H 3.927 3.868 -1.914
H 2.941 2.572 -0.066
O -3.217 5.348 -0.443
S -2.215 5.039 -1.425
O -1.885 6.058 -2.380
N -0.888 4.417 -0.709
C -0.751 3.138 -0.941
O 0.122 2.413 -0.376
C -1.735 2.587 -1.955
C -1.756 1.346 -2.567
C -2.766 1.059 -3.478
C -3.744 2.003 -3.765
C -3.701 3.265 -3.183
C -2.680 3.537 -2.298
H -0.977 0.615 -2.372
H -2.782 0.101 -3.985
H -4.531 1.766 -4.470
H -4.440 4.018 -3.424
C -3.988 -0.054 0.438
S -2.334 -0.786 0.533
C -2.719 -2.330 -0.342
O -2.135 -1.168 1.944
H -4.694 -0.785 0.826
H -4.209 0.218 -0.593
H -3.977 0.831 1.070
H -3.082 -2.107 -1.345
H -3.468 -2.863 0.241
H -1.801 -2.911 -0.392
*
```

---

Record 3
The following is a quantum chemistry calculation of C27H20Br2Cl4F3N3O7SV as an isolated structure in a non-equilibrium geometry, from OMol25.

Highest occupied orbital energy (spin up / spin down)   -5.0 / -5.1 eV
Expectation value of S²   2.01
Gap between HOMO and LUMO (spin up / spin down)   6.85 / 6.93 eV
Energy relative to the best compared isomer or geometry (same formula, charge and spin)   0.0 kcal per mole

```
! RIJCOSX wB97M-V def2-TZVPD def2/J DEFGRID3
* xyz -1 3
V 0.324 0.085 -0.199
C 1.474 0.703 -3.451
C 0.419 1.636 -2.954
C -0.235 2.506 -3.858
C -1.256 3.296 -3.433
C -1.638 3.285 -2.071
C -2.656 4.086 -1.503
Br -3.646 5.290 -2.589
C -2.938 4.006 -0.171
C -2.221 3.135 0.661
Br -2.642 3.083 2.499
C -1.203 2.321 0.192
O -0.505 1.506 0.921
C -0.936 2.414 -1.222
N 0.064 1.593 -1.688
H 2.027 1.158 -4.274
H 0.987 -0.203 -3.819
H 2.153 0.393 -2.662
H 0.072 2.501 -4.895
H -1.782 3.941 -4.124
H -3.720 4.616 0.259
Cl 2.188 -6.063 1.980
C 2.007 -4.605 1.064
C 2.680 -4.456 -0.139
Cl 3.703 -5.715 -0.742
C 2.533 -3.269 -0.868
Cl 3.357 -3.021 -2.369
C 1.709 -2.266 -0.397
O 1.502 -1.114 -1.038
C 1.021 -2.399 0.835
O 0.311 -1.373 1.215
C 1.185 -3.583 1.554
Cl 0.358 -3.735 3.063
F -2.985 -3.179 -0.942
C -2.185 -2.699 -1.895
F -2.570 -3.222 -3.067
F -0.940 -3.107 -1.646
S -2.276 -0.863 -1.973
O -3.673 -0.557 -1.920
O -1.537 -0.516 -3.161
O -1.570 -0.495 -0.720
C 1.643 4.808 -1.726
C 3.100 4.394 -1.885
N 3.975 4.839 -0.807
C 4.568 6.173 -0.934
C 3.810 7.258 -0.181
C 4.243 4.192 0.360
O 4.986 4.708 1.189
C 3.701 2.815 0.683
C 4.448 2.093 1.616
C 4.030 0.841 2.014
C 2.862 0.324 1.478
N 2.135 1.005 0.593
C 2.537 2.221 0.219
H 1.040 4.374 -2.524
H 1.541 5.892 -1.779
H 1.224 4.486 -0.771
H 3.495 4.830 -2.805
H 3.204 3.319 -2.015
H 4.607 6.402 -2.000
H 5.590 6.121 -0.563
H 2.802 7.389 -0.573
H 4.334 8.211 -0.271
H 3.745 7.003 0.876
H 5.346 2.546 2.012
H 4.589 0.264 2.736
H 2.479 -0.645 1.765
H 1.853 2.716 -0.447
*
```

---

Record 4
The following is a quantum chemistry calculation of C27H20BrN5O3PSSe2V as an isolated structure, from OMol25.

Highest occupied orbital energy (spin up / spin down)   -4.8 / -5.2 eV
Expectation value of S²   3.76
Gap between HOMO and LUMO (spin up / spin down)   7.04 / 7.43 eV
Energy relative to the best compared isomer or geometry (same formula, charge and spin)   0.0 kcal per mole

```
! RIJCOSX wB97M-V def2-TZVPD def2/J DEFGRID3
* xyz -1 4
V 0.280 0.462 0.486
Se 0.028 0.223 3.200
P -0.858 -1.625 2.570
Se -0.282 -2.165 0.549
C -0.456 -3.001 3.693
C -0.915 -4.279 3.370
C -0.652 -5.344 4.211
C 0.077 -5.144 5.380
C 0.542 -3.879 5.697
C 0.277 -2.807 4.853
C -2.676 -1.530 2.721
C -3.431 -1.029 1.664
C -4.801 -0.872 1.801
C -5.430 -1.218 2.990
C -4.682 -1.719 4.045
C -3.310 -1.871 3.913
H -1.470 -4.430 2.451
H -1.009 -6.334 3.956
H 0.286 -5.979 6.037
H 1.117 -3.724 6.602
H 0.643 -1.813 5.084
H -2.940 -0.750 0.742
H -5.383 -0.478 0.977
H -6.501 -1.095 3.091
H -5.166 -1.990 4.975
H -2.731 -2.255 4.744
S 2.917 0.136 0.444
C 3.210 1.546 -0.439
N 2.614 2.706 -0.025
C 2.624 3.849 -0.735
C 3.350 3.907 -1.878
C 4.026 2.725 -2.226
N 3.985 1.606 -1.548
H 1.985 2.636 0.767
H 2.020 4.656 -0.348
H 3.347 4.775 -2.515
H 4.626 2.700 -3.131
N -1.307 -0.316 -2.414
C -0.349 0.634 -2.533
O 0.469 0.820 -1.590
C -0.279 1.366 -3.751
C -1.215 1.121 -4.779
N -2.015 0.920 -5.590
C 0.720 2.338 -3.954
N 1.526 3.149 -4.128
H -1.448 -0.736 -1.508
H -2.049 -0.362 -3.090
Br -6.346 3.959 0.942
C -4.501 4.323 0.675
C -4.092 5.631 0.472
C -2.742 5.893 0.285
C -1.819 4.859 0.309
C -2.250 3.555 0.505
C -3.599 3.276 0.686
C -1.274 2.420 0.523
O -1.709 1.250 0.371
O -0.042 2.647 0.693
H -4.819 6.432 0.458
H -2.415 6.911 0.117
H -0.764 5.048 0.167
H -3.918 2.254 0.834
*
```

---

Record 5
The following is a quantum chemistry calculation of C27H20Cl3N2PPtS4Sb as an isolated structure, from OMol25.

Highest occupied orbital energy (spin up / spin down)   -6.4 / -6.4 eV
Expectation value of S²   0.76
Gap between HOMO and LUMO (spin up / spin down)   6.36 / 5.12 eV
Energy relative to the best compared isomer or geometry (same formula, charge and spin)   0.0 kcal per mole

```
! RIJCOSX wB97M-V def2-TZVPD def2/J DEFGRID3
* xyz 0 2
Pt -0.552 1.573 0.955
S -0.760 5.514 2.249
Sb -2.361 4.481 1.039
S -2.451 2.180 2.054
S -1.014 3.118 -0.605
Cl -1.556 -1.756 3.171
C -2.457 -2.480 1.880
C -3.347 -3.488 2.206
C -4.091 -4.088 1.203
C -3.940 -3.683 -0.113
C -3.042 -2.674 -0.426
C -2.275 -2.057 0.564
P -1.151 -0.667 0.135
C -1.496 -0.454 -1.633
C -0.827 -1.199 -2.605
C -1.160 -1.049 -3.941
C -2.165 -0.161 -4.305
C -2.833 0.579 -3.342
C -2.500 0.439 -2.002
C 0.541 -1.336 0.150
C 0.863 -2.639 0.505
C 2.192 -3.023 0.644
C 3.203 -2.105 0.407
C 2.905 -0.803 0.017
C 1.583 -0.423 -0.103
H -3.458 -3.786 3.239
H -4.793 -4.871 1.456
H -4.519 -4.147 -0.900
H -2.941 -2.360 -1.455
H -0.044 -1.890 -2.317
H -0.637 -1.620 -4.698
H -2.424 -0.043 -5.350
H -3.606 1.279 -3.630
H -2.997 1.035 -1.246
H 0.068 -3.349 0.698
H 2.434 -4.035 0.940
H 4.238 -2.399 0.521
H 3.697 -0.092 -0.178
H 0.559 0.848 -1.274
S 1.827 0.119 4.790
C 0.936 1.558 5.027
C 0.194 1.836 3.930
N 0.335 0.921 2.908
C 1.170 -0.027 3.232
H 1.000 2.118 5.944
H -0.462 2.683 3.787
H 1.432 -0.849 2.588
Cl 1.516 1.108 -3.404
C 2.406 2.064 -2.260
C 3.302 3.004 -2.733
C 4.018 3.761 -1.831
C 3.846 3.586 -0.471
C 2.942 2.648 -0.006
Cl 2.732 2.490 1.697
C 2.199 1.862 -0.889
N 1.187 0.924 -0.470
H 3.426 3.135 -3.798
H 4.717 4.504 -2.193
H 4.391 4.185 0.244
*
```

---

Record 6
The following is a quantum chemistry calculation of C27H20Cl5IrNO2S as an isolated structure in a non-equilibrium geometry, from OMol25.

Highest occupied orbital energy (spin up / spin down)   -10.8 / -10.7 eV
Expectation value of S²   6.02
Gap between HOMO and LUMO (spin up / spin down)   7.76 / 5.93 eV

```
! RIJCOSX wB97M-V def2-TZVPD def2/J DEFGRID3
* xyz 1 5
Ir 0.151 0.477 -1.433
Cl -4.413 -4.487 1.432
C -3.434 -3.514 0.419
C -2.777 -2.403 0.940
Cl -2.934 -2.000 2.600
C -1.991 -1.620 0.108
Cl -1.138 -0.265 0.767
C -1.813 -1.890 -1.262
O -1.100 -1.153 -2.063
C -2.486 -3.034 -1.757
Cl -2.290 -3.392 -3.419
C -3.280 -3.824 -0.938
Cl -4.081 -5.189 -1.589
C -2.355 5.393 3.182
C -2.465 4.493 1.986
C -3.393 3.455 1.946
C -3.502 2.634 0.835
C -2.673 2.860 -0.251
C -1.730 3.878 -0.234
C -1.632 4.688 0.882
S -2.731 1.768 -1.677
C -3.593 2.857 -2.824
O -1.302 1.800 -2.246
H -2.883 4.981 4.039
H -2.781 6.371 2.956
H -1.310 5.550 3.452
H -4.035 3.278 2.800
H -4.222 1.824 0.822
H -1.074 4.022 -1.084
H -0.897 5.484 0.899
H -3.077 3.814 -2.863
H -4.619 2.972 -2.481
H -3.573 2.373 -3.800
N 1.807 0.028 -0.661
C 2.670 -0.848 -0.321
C 2.751 -1.331 1.067
C 3.226 -2.617 1.334
C 3.224 -3.097 2.632
C 2.755 -2.301 3.668
C 2.277 -1.022 3.407
C 2.266 -0.539 2.113
C 3.600 -1.377 -1.350
C 4.961 -1.496 -1.075
C 5.826 -1.906 -2.075
C 5.338 -2.216 -3.337
C 3.980 -2.112 -3.609
C 3.112 -1.680 -2.622
H 3.571 -3.249 0.528
H 3.591 -4.093 2.836
H 2.762 -2.679 4.682
H 1.916 -0.404 4.218
H 1.905 0.459 1.900
H 5.340 -1.241 -0.093
H 6.885 -1.982 -1.868
H 6.019 -2.537 -4.114
H 3.601 -2.364 -4.590
H 2.049 -1.596 -2.813
*
```